(1)
{
  "formula": "C3H3NO",
  "method": "ωB97M-V/def2-TZVPD",
  "relative_energy_kcal_mol": 47.6,
  "orbital_gap_ha": 0.4096,
  "lumo_energy_ha": 0.024,
  "total_energy_ha": -246.01563,
  "smiles": "N=C=O.C#C",
  "symbols": ["N", "C", "O", "H", "C", "C", "H", "H"],
  "positions_angstrom": [[3.017, 0.327, 0.349], [1.907, -0.039, 0.030], [0.769, -0.290, -0.012], [3.812, 0.761, -0.244], [-2.045, 0.102, 0.352], [-2.748, -0.320, -0.478], [-1.189, 0.196, 1.050], [-3.522, -0.737, -1.047]],
  "forces_ev_per_a": [[2.2, 0.7, -1.7], [-0.1, 1.0, 0.7], [0.5, -0.5, -0.5], [-2.3, -1.3, 1.4], [3.9, 0.8, 3.4], [-2.4, -1.0, -1.8], [-1.4, 0.3, -0.9], [-0.4, -0.1, -0.7]]
}


(2)
{
  "formula": "C3H3NO",
  "method": "ωB97M-V/def2-TZVPD",
  "relative_energy_kcal_mol": 81.4,
  "orbital_gap_ha": 0.3400,
  "lumo_energy_ha": 0.015,
  "total_energy_ha": -245.96178,
  "smiles": "N=C=C1CO1",
  "symbols": ["N", "C", "C", "C", "O", "H", "H", "H"],
  "positions_angstrom": [[-0.469, -2.288, -0.222], [-0.178, -1.034, -0.416], [-0.427, 0.250, -0.263], [0.190, 1.344, 0.522], [-0.159, 1.432, -0.890], [0.279, -2.952, -0.432], [-0.531, 1.850, 1.125], [1.294, 1.398, 0.576]],
  "forces_ev_per_a": [[0.7, 4.2, -1.2], [-1.5, -4.8, 0.9], [1.9, 0.4, 0.6], [0.3, -0.8, -1.6], [-0.9, 0.0, -0.4], [0.2, 0.4, 0.2], [0.3, 0.6, 0.7], [-1.0, 0.0, 0.8]]
}